# 1
C8H12O11Sr | ωB97M-V/def2-TZVPD

Last column: Mulliken charge in e.
Cartesian coordinates (Å):
Sr1 -1.310 -0.037 0.564  1.64
O1 -0.682 -4.349 -1.436  -0.45
C1 -0.606 -3.031 -1.212  0.63
O2 -1.616 -2.424 -0.807  -0.60
C2 0.686 -2.341 -1.445  -0.61
O3 0.898 -1.421 -0.373  -0.05
C3 2.050 -1.539 0.577  -0.41
C4 1.929 -0.513 1.607  0.40
O4 3.036 0.094 1.733  -0.76
O5 0.788 -0.467 2.068  -0.71
H1 -1.618 -4.591 -1.254  0.36
H2 1.479 -3.059 -1.586  0.39
H3 0.631 -1.736 -2.406  0.24
H4 2.019 -2.521 1.014  0.35
H5 2.970 -1.433 0.033  0.40
O6 0.527 2.464 -2.756  -0.43
C5 0.036 1.810 -1.684  0.49
O7 -0.674 0.787 -1.699  -0.61
C6 0.425 2.626 -0.500  -0.50
O8 0.211 1.904 0.714  -0.19
C7 0.349 2.480 1.974  -0.44
C8 -0.881 2.202 2.803  0.50
O9 -1.099 3.161 3.556  -0.74
O10 -1.456 1.101 2.649  -0.81
H6 0.251 1.963 -3.562  0.42
H7 1.490 2.921 -0.633  0.36
H8 -0.165 3.550 -0.450  0.46
H9 1.284 2.095 2.406  0.23
H10 0.435 3.600 1.906  0.35
O11 -3.682 -0.954 -0.263  -0.62
H11 -4.417 -0.643 -0.808  0.30
H12 -3.289 -1.700 -0.731  0.42

Computed properties:
E = -31851.1951 eV
Orbital gap = 7.25 eV
Energy relative to the best compared isomer or geometry (same formula, charge and spin) = 0.214 eV
E_LUMO = -0.0247 Ha
Spin multiplicity = 1



# 2
C8H12O4S2 | ωB97M-V/def2-TZVPD

Last column: Mulliken charge in e.
Cartesian coordinates (Å):
C1 -0.215 -1.138 0.021  -1.24
C2 -1.428 1.236 0.024  -0.08
C3 -1.071 -0.137 0.843  0.43
C4 -0.537 2.317 0.588  0.19
C5 1.009 -0.407 1.880  -0.71
C6 0.982 -1.328 0.910  0.33
C7 -2.821 1.815 -0.087  -1.57
C8 1.966 -2.962 -1.378  -0.89
O1 1.092 0.770 -1.809  -0.56
O2 3.182 1.869 -1.120  -0.49
O3 -0.165 0.300 1.953  -0.48
O4 0.662 2.416 0.358  -0.49
S1 2.320 -2.357 0.384  -0.08
S2 2.085 1.015 -0.779  0.84
H1 -0.754 -2.114 -0.148  0.44
H2 0.039 -0.745 -0.925  0.48
H3 -0.979 0.951 -0.873  0.43
H4 -1.976 -0.536 1.390  0.46
H5 -1.142 2.982 1.284  0.25
H6 1.678 -0.271 2.644  0.60
H7 -3.543 1.084 -0.352  0.43
H8 -2.920 2.620 -0.846  0.33
H9 -3.047 2.217 0.937  0.38
H10 0.952 -3.141 -1.457  0.33
H11 2.217 -4.035 -1.229  0.38
H12 2.413 -2.420 -2.213  0.29

Computed properties:
E = -38347.9248 eV
Orbital gap = 7.99 eV
Energy relative to the best compared isomer or geometry (same formula, charge and spin) = 0.000 eV
E_LUMO = 0.0048 Ha
Spin multiplicity = 1



# 3
C8H13AlCl2GdN3O3 | ωB97M-V/def2-TZVPD

Last column: Mulliken spin population.
Cartesian coordinates (Å):
Al1 -0.906 -0.878 -6.007  0.00
Gd1 0.725 0.582 -1.473  6.65
Cl1 -1.382 -1.102 -3.920  0.00
Cl2 -0.164 2.629 -2.500  0.11
C1 2.005 2.356 -0.374  0.00
C2 0.712 -2.099 -6.526  0.00
C3 0.043 0.957 -6.208  0.00
O1 2.398 3.335 0.099  0.00
O2 1.661 -2.736 -6.754  0.00
O3 0.649 1.946 -6.244  0.00
C4 -2.793 -0.059 1.881  0.00
N1 -1.370 -0.101 2.214  0.05
C5 -1.023 -0.636 3.534  0.00
C6 -0.489 -0.094 1.207  0.02
N2 -0.901 -0.050 -0.074  0.16
N3 0.868 -0.094 1.441  -0.02
C7 1.495 0.550 2.595  0.00
C8 1.758 -0.879 0.562  0.00
H1 -3.343 -0.100 2.823  0.00
H2 -3.094 -0.913 1.254  0.00
H3 -3.042 0.875 1.361  0.00
H4 -0.304 -1.464 3.449  0.00
H5 -0.613 0.151 4.178  0.01
H6 -1.950 -0.999 3.983  0.00
H7 -1.920 -0.025 -0.168  0.00
H8 1.954 -0.209 3.248  0.00
H9 2.272 1.241 2.248  0.00
H10 0.755 1.132 3.154  0.00
H11 1.158 -1.438 -0.192  0.01
H12 2.531 -0.239 0.075  0.00
H13 2.308 -1.641 1.135  0.00

Computed properties:
E = -71550.7627 eV
Orbital gap (alpha / beta) = 2.99 / 2.82 eV
E_LUMO (alpha / beta) = -0.6603 / -0.6604 Ha
Charge = +4
Spin multiplicity = 8



# 4
C8H13B | ωB97M-V/def2-TZVPD

Last column: Mulliken charge in e.
Cartesian coordinates (Å):
C1 -1.132 2.057 1.192  -1.00
B1 -0.370 0.793 0.569  0.16
C2 1.071 0.251 0.966  -0.69
C3 1.694 -0.768 0.299  0.99
C4 2.866 -1.480 0.734  -1.41
C5 0.965 -1.434 -0.827  -0.48
C6 -0.138 -0.912 -1.392  -1.06
C7 -0.823 0.336 -0.924  0.51
C8 -2.391 0.232 -0.978  -1.39
H1 -0.885 2.305 2.173  0.35
H2 -2.235 2.090 1.108  0.27
H3 -0.774 2.840 0.501  0.33
H4 1.411 0.681 1.901  0.30
H5 3.241 -1.225 1.828  0.29
H6 3.628 -1.316 0.130  0.38
H7 2.599 -2.459 0.728  0.45
H8 1.257 -2.356 -1.292  0.31
H9 -0.667 -1.345 -2.150  0.49
H10 -0.635 1.340 -1.531  0.15
H11 -2.819 -0.828 -0.945  0.35
H12 -2.884 0.600 -1.915  0.34
H13 -2.982 0.598 -0.178  0.36

Computed properties:
E = -9181.1459 eV
Orbital gap = 8.75 eV
Energy relative to the best compared isomer or geometry (same formula, charge and spin) = 0.000 eV
E_LUMO = 0.0062 Ha
SMILES string = CB1C=C(C)C=C[C@H]1C
Spin multiplicity = 1



# 5
C8H13BrF3NO8PS | ωB97M-V/def2-TZVPD

Last column: Mulliken charge in e.
Cartesian coordinates (Å):
N1 0.135 4.182 -2.183  -0.71
C1 -0.537 3.202 -1.765  -0.13
C2 -0.222 2.527 -0.404  -0.40
C3 -0.604 1.022 -0.507  -0.57
C4 0.463 0.057 0.101  0.13
C5 1.876 0.275 -0.552  -1.63
O1 2.805 0.942 0.319  -0.32
C6 3.370 0.125 1.219  1.00
F1 4.398 0.803 1.768  -0.28
F2 3.892 -1.003 0.703  -0.27
F3 2.562 -0.229 2.244  -0.26
C7 -0.066 -1.382 -0.106  -0.97
O2 -0.587 -1.598 -1.398  -0.48
C8 -1.259 -1.588 0.924  0.16
P1 -1.631 -3.409 0.950  0.92
O3 -2.398 -3.820 -0.223  -0.65
O4 -0.237 -4.270 1.084  -0.51
O5 -2.523 -3.768 2.286  -0.55
O6 -2.440 -0.889 0.507  -0.38
S1 -2.150 0.730 0.454  1.31
O7 -3.264 1.371 -0.184  -0.71
O8 -1.965 1.297 1.774  -0.67
H1 -0.244 4.465 -3.085  0.32
H2 -1.380 2.780 -2.349  0.33
H3 -0.797 3.052 0.381  0.52
H4 0.856 2.679 -0.228  0.16
H5 -0.845 0.811 -1.562  0.69
H6 0.469 0.259 1.187  0.46
H7 1.701 0.973 -1.393  0.55
H8 2.257 -0.652 -1.008  0.51
H9 0.690 -2.164 0.102  0.79
H10 -0.629 -2.542 -1.609  0.45
H11 -0.961 -1.207 1.928  0.41
H12 0.030 -4.252 2.018  0.33
H13 -2.324 -3.080 2.947  0.35
Br1 1.560 4.302 -4.339  -0.88

Computed properties:
E = -124698.7736 eV
Orbital gap = 4.73 eV
E_LUMO = 0.0460 Ha
Charge = -1
Spin multiplicity = 1



# 6
C8H13Cl2N3 | ωB97M-V/def2-TZVPD

Last column: Mulliken charge in e.
Cartesian coordinates (Å):
C1 1.551 25.028 -5.151  -0.84
C2 1.654 24.993 -3.697  0.27
N1 1.767 24.954 -2.544  -0.50
H1 1.318 24.019 -5.489  0.37
H2 2.544 25.181 -5.574  0.40
H3 0.891 25.776 -5.591  0.29
C3 1.414 20.370 -10.369  -1.01
C4 1.310 21.729 -9.899  0.35
N2 1.221 22.776 -9.471  -0.09
H4 2.193 19.897 -9.770  0.29
H5 1.683 20.290 -11.422  0.31
H6 0.482 19.880 -10.089  0.28
C5 0.382 28.666 -6.113  -0.74
C6 -1.055 28.745 -6.253  0.49
N3 -2.219 28.787 -6.346  -0.47
H7 0.794 29.655 -6.312  0.36
H8 0.728 28.006 -6.908  0.05
H9 0.831 28.414 -5.152  0.27
Cl1 2.432 23.943 -7.121  -0.33
C7 1.294 24.521 -8.409  -0.08
C8 0.105 25.337 -7.899  -0.86
Cl2 0.638 26.697 -6.858  -0.11
H10 0.967 23.606 -8.903  0.21
H11 1.977 25.103 -9.027  0.27
H12 -0.656 24.733 -7.405  0.35
H13 -0.352 25.759 -8.795  0.48

Computed properties:
E = -38008.3567 eV
Orbital gap = 7.80 eV
Energy relative to the best compared isomer or geometry (same formula, charge and spin) = 12.784 eV
E_LUMO = -0.0021 Ha
Spin multiplicity = 1



> Which of these has the highest E?

C8H13B